The following is a DFT calculation (the ωB97M-V functional and the def2-TZVPD basis) of C56H61AsN6O2P2ReS as an isolated structure.

Last column: Löwdin charge in e.
Geometry (Å):
1 Re 0.29 0.59 0.25  0.840
2 C -1.93 3.05 -0.11  -0.218
3 P -1.01 1.98 -1.30  1.003
4 C -2.18 1.20 -2.44  -0.357
5 C -1.61 0.65 -3.59  -0.111
6 C -2.39 -0.03 -4.50  -0.060
7 C -3.76 -0.16 -4.28  -0.051
8 C -4.33 0.40 -3.15  -0.061
9 C -3.55 1.08 -2.22  -0.071
10 C -0.25 3.37 -2.20  -0.362
11 C 0.85 3.97 -1.60  -0.135
12 C 1.30 5.20 -2.05  -0.054
13 C 0.64 5.83 -3.08  -0.049
14 C -0.45 5.23 -3.69  -0.052
15 C -0.90 4.00 -3.25  -0.070
16 C -1.07 3.26 1.08  -0.382
17 C -1.23 4.15 2.14  -0.025
18 C -0.34 3.76 3.14  -0.029
19 C 0.36 2.65 2.64  -0.386
20 C 1.28 1.73 3.36  -0.236
21 P 1.72 0.31 2.24  0.993
22 C 3.47 0.76 2.02  -0.386
23 C 4.52 0.13 2.67  -0.061
24 C 5.81 0.63 2.53  -0.047
25 C 6.04 1.76 1.77  -0.056
26 C 4.99 2.41 1.14  -0.076
27 C 3.70 1.91 1.26  -0.162
28 C 1.81 -1.21 3.21  -0.388
29 C 2.03 -1.22 4.59  -0.083
30 C 2.24 -2.42 5.24  -0.055
31 C 2.24 -3.61 4.53  -0.052
32 C 2.03 -3.60 3.16  -0.057
33 C 1.82 -2.41 2.50  -0.118
34 N -0.06 2.39 1.37  -0.146
35 H -2.85 2.53 0.19  0.074
36 H -2.21 4.00 -0.59  0.117
37 H -0.55 0.77 -3.75  0.094
38 H -1.95 -0.45 -5.39  0.117
39 H -4.36 -0.69 -5.00  0.117
40 H -5.40 0.33 -2.99  0.117
41 H -4.02 1.52 -1.35  0.105
42 H 1.32 3.47 -0.76  0.073
43 H 2.15 5.67 -1.57  0.115
44 H 0.98 6.80 -3.42  0.116
45 H -0.97 5.74 -4.48  0.115
46 H -1.78 3.54 -3.70  0.111
47 H -1.94 4.95 2.19  0.110
48 H -0.20 4.21 4.09  0.108
49 H 0.79 1.35 4.26  0.075
50 H 2.20 2.24 3.66  0.107
51 H 4.35 -0.74 3.28  0.108
52 H 6.62 0.15 3.05  0.117
53 H 7.05 2.14 1.66  0.116
54 H 5.16 3.31 0.57  0.113
55 H 2.86 2.42 0.81  0.075
56 H 2.04 -0.29 5.14  0.111
57 H 2.43 -2.43 6.30  0.115
58 H 2.41 -4.54 5.05  0.114
59 H 2.04 -4.53 2.61  0.115
60 H 1.63 -2.39 1.44  0.068
61 C -0.86 -3.40 -3.47  -0.051
62 C -1.29 -3.82 -2.06  -0.228
63 N -2.24 -2.88 -1.50  -0.095
64 C -3.66 -3.12 -1.73  -0.180
65 C -4.33 -3.89 -0.59  -0.049
66 C -1.88 -1.88 -0.73  -0.602
67 S -0.17 -1.56 -0.62  0.812
68 N -2.84 -1.20 -0.14  0.144
69 C -2.75 -0.22 0.74  -0.436
70 O -1.73 0.42 1.09  -0.212
71 C -4.05 0.21 1.31  -0.143
72 C -5.25 -0.23 0.76  -0.020
73 C -6.45 0.23 1.25  -0.052
74 C -6.47 1.12 2.32  -0.051
75 C -5.28 1.57 2.87  -0.052
76 C -4.08 1.13 2.37  -0.020
77 H -0.10 -4.07 -3.84  0.089
78 H -0.47 -2.39 -3.46  0.037
79 H -1.71 -3.44 -4.14  0.080
80 H -0.44 -3.88 -1.38  0.080
81 H -1.77 -4.79 -2.09  0.137
82 H -3.74 -3.68 -2.67  0.130
83 H -4.15 -2.16 -1.86  0.099
84 H -3.93 -4.89 -0.52  0.075
85 H -5.39 -3.95 -0.79  0.085
86 H -4.17 -3.36 0.35  0.065
87 H -5.21 -0.93 -0.06  0.099
88 H -7.38 -0.10 0.81  0.113
89 H -7.41 1.47 2.70  0.114
90 H -5.30 2.27 3.69  0.113
91 H -3.15 1.49 2.78  0.103
92 C -2.03 -5.42 2.74  0.001
93 N -1.87 -4.03 3.10  -0.030
94 C -2.21 -3.57 4.31  -0.027
95 C -2.04 -2.26 4.64  0.018
96 C -1.47 -1.42 3.65  -0.367
97 N -1.13 -1.88 2.46  0.175
98 C -1.30 -3.17 2.13  -0.507
99 O -1.00 -3.63 1.05  -0.009
100 N -1.22 -0.12 3.90  0.186
101 H -2.35 -5.99 3.61  0.099
102 H -1.07 -5.80 2.38  0.101
103 H -2.76 -5.52 1.94  0.094
104 H -2.63 -4.28 5.01  0.141
105 H -2.32 -1.88 5.60  0.113
106 H -1.67 0.30 4.70  0.126
107 H -1.09 0.45 3.07  0.057
108 C 1.93 -0.84 -2.81  -0.307
109 As 2.36 0.37 -1.35  1.079
110 C 3.97 -0.58 -0.79  -0.234
111 C 3.08 1.87 -2.47  -0.274
112 C 4.23 1.43 -3.32  -0.318
113 C 4.05 1.01 -4.64  -0.066
114 C 5.13 0.64 -5.42  -0.062
115 C 6.41 0.69 -4.90  -0.066
116 C 6.61 1.12 -3.59  -0.059
117 C 5.53 1.47 -2.81  -0.059
118 H 2.71 -0.76 -3.57  0.031
119 H 0.97 -0.61 -3.26  -0.006
120 H 1.90 -1.87 -2.44  0.021
121 H 4.42 -1.01 -1.68  0.051
122 H 3.68 -1.38 -0.10  0.035
123 H 4.71 0.06 -0.30  0.018
124 H 3.40 2.70 -1.82  0.071
125 H 2.25 2.21 -3.08  0.071
126 H 3.06 1.03 -5.08  0.115
127 H 4.98 0.31 -6.44  0.112
128 H 7.26 0.42 -5.51  0.111
129 H 7.61 1.18 -3.19  0.112
130 H 5.68 1.82 -1.80  0.102

M: 1205.29 g/mol
charge: +2
2S+1: 2
E: -164470.135 eV
max |F|: 2.53 eV Å⁻¹
orbital gap (alpha / beta): 4.66 / 5.20 eV
lowest unoccupied orbital energy (alpha / beta): -7.325 / -6.761 eV
⟨S²⟩: 0.9128

=====

The following is a DFT calculation (the ωB97M-V functional and the def2-TZVPD basis) of C56H63N3O4PS2 as an isolated structure.

Last column: Löwdin charge in e.
Geometry (Å):
1 C 1.45 2.39 -0.90  -0.095
2 C 1.35 1.20 -1.84  -0.305
3 N 1.12 -0.07 -1.13  -0.131
4 S -0.40 -0.49 -0.56  0.496
5 O -0.67 -1.80 -1.13  -0.350
6 O -0.38 -0.45 0.90  -0.334
7 N -1.34 0.68 -1.14  -0.368
8 S -2.91 0.43 -1.18  0.359
9 O -3.46 -0.38 -0.10  -0.387
10 O -3.41 0.18 -2.52  -0.378
11 P -3.63 2.43 -0.73  0.651
12 N -4.57 3.00 -1.85  -0.337
13 H 0.47 2.72 -0.54  0.058
14 H 1.93 3.23 -1.40  0.067
15 H 2.05 2.12 -0.02  0.063
16 H 2.31 1.07 -2.34  0.116
17 H 0.61 1.37 -2.62  0.075
18 H 1.33 -0.82 -1.78  0.068
19 H -4.21 2.32 0.55  -0.018
20 H -2.51 3.26 -0.53  -0.034
21 H -4.69 2.35 -2.61  -0.039
22 C 1.94 -3.26 -5.86  -0.111
23 C 2.04 -3.52 -4.50  -0.098
24 C 1.09 -3.01 -3.62  -0.091
25 C 0.05 -2.23 -4.10  -0.079
26 C -0.06 -1.97 -5.46  -0.087
27 C 0.89 -2.49 -6.34  -0.108
28 H 2.67 -3.66 -6.55  0.093
29 H 2.85 -4.13 -4.13  0.096
30 H 1.16 -3.21 -2.56  0.082
31 H -0.68 -1.84 -3.40  0.086
32 H -0.88 -1.37 -5.83  0.102
33 H 0.81 -2.28 -7.40  0.094
34 C -9.59 3.76 -0.49  -0.109
35 C -8.27 3.53 -0.86  -0.093
36 C -7.65 2.32 -0.54  -0.089
37 C -8.36 1.35 0.15  -0.090
38 C -9.68 1.58 0.53  -0.109
39 C -10.29 2.78 0.21  -0.115
40 H -10.07 4.69 -0.74  0.093
41 H -7.71 4.28 -1.40  0.098
42 H -6.62 2.17 -0.84  0.058
43 H -7.88 0.41 0.40  0.102
44 H -10.23 0.81 1.07  0.094
45 H -11.32 2.96 0.50  0.092
46 C 0.55 -6.30 1.92  -0.108
47 C -0.06 -5.15 1.44  -0.075
48 C 0.61 -4.31 0.56  -0.062
49 C 1.90 -4.63 0.17  -0.084
50 C 2.52 -5.78 0.65  -0.110
51 C 1.85 -6.61 1.53  -0.109
52 H 0.02 -6.95 2.61  0.092
53 H -1.07 -4.90 1.75  0.107
54 H 0.13 -3.41 0.19  0.075
55 H 2.44 -3.98 -0.51  0.097
56 H 3.53 -6.02 0.33  0.078
57 H 2.33 -7.50 1.91  0.087
58 C 7.99 -5.62 0.46  -0.101
59 C 6.62 -5.60 0.67  -0.096
60 C 6.09 -4.84 1.70  -0.087
61 C 6.93 -4.10 2.52  -0.092
62 C 8.30 -4.12 2.31  -0.102
63 C 8.83 -4.88 1.28  -0.105
64 H 8.40 -6.22 -0.35  0.097
65 H 5.96 -6.18 0.03  0.091
66 H 5.02 -4.83 1.87  0.090
67 H 6.51 -3.51 3.32  0.102
68 H 8.95 -3.54 2.94  0.097
69 H 9.90 -4.90 1.11  0.096
70 C 1.24 3.71 -6.37  -0.099
71 C 1.34 5.09 -6.42  -0.106
72 C 0.92 5.85 -5.33  -0.102
73 C 0.40 5.22 -4.21  -0.087
74 C 0.30 3.84 -4.17  -0.085
75 C 0.72 3.08 -5.25  -0.086
76 H 1.57 3.12 -7.22  0.098
77 H 1.75 5.58 -7.29  0.095
78 H 0.99 6.93 -5.36  0.097
79 H 0.07 5.81 -3.36  0.091
80 H -0.11 3.35 -3.29  0.091
81 H 0.64 2.00 -5.22  0.100
82 C -1.20 7.33 -0.02  -0.098
83 C -2.18 6.50 -0.56  -0.101
84 C -3.46 6.51 -0.02  -0.095
85 C -3.76 7.34 1.05  -0.096
86 C -2.78 8.17 1.58  -0.104
87 C -1.50 8.16 1.04  -0.104
88 H -0.20 7.32 -0.44  0.097
89 H -1.95 5.85 -1.39  0.090
90 H -4.22 5.85 -0.43  0.092
91 H -4.76 7.34 1.46  0.099
92 H -3.02 8.82 2.41  0.095
93 H -0.73 8.81 1.46  0.095
94 C -0.79 1.90 2.99  -0.070
95 C -2.15 1.91 3.28  -0.083
96 C -2.66 2.81 4.21  -0.100
97 C -1.81 3.70 4.85  -0.110
98 C -0.45 3.69 4.56  -0.109
99 C 0.06 2.79 3.63  -0.089
100 H -0.42 1.20 2.26  0.069
101 H -2.81 1.21 2.78  0.102
102 H -3.71 2.81 4.44  0.096
103 H -2.20 4.40 5.57  0.093
104 H 0.21 4.39 5.06  0.089
105 H 1.11 2.78 3.40  0.079
106 C -0.03 -11.08 3.36  -0.098
107 C 0.22 -10.07 2.45  -0.097
108 C -0.61 -9.89 1.36  -0.089
109 C -1.70 -10.73 1.18  -0.094
110 C -1.96 -11.75 2.09  -0.102
111 C -1.12 -11.93 3.18  -0.104
112 H 0.63 -11.22 4.22  0.098
113 H 1.07 -9.41 2.60  0.084
114 H -0.42 -9.10 0.65  0.102
115 H -2.36 -10.59 0.33  0.100
116 H -2.81 -12.40 1.95  0.097
117 H -1.31 -12.72 3.89  0.096
118 C 5.24 3.85 2.23  -0.093
119 C 3.89 3.87 2.54  -0.085
120 C 3.40 4.78 3.47  -0.087
121 C 4.27 5.68 4.08  -0.097
122 C 5.62 5.66 3.77  -0.105
123 C 6.11 4.75 2.84  -0.103
124 H 5.62 3.14 1.51  0.101
125 H 3.21 3.18 2.06  0.088
126 H 2.35 4.79 3.71  0.083
127 H 3.89 6.39 4.80  0.098
128 H 6.30 6.36 4.25  0.096
129 H 7.16 4.73 2.60  0.097

M: 937.24 g/mol
charge: -1
2S+1: 1
E: -102713.831 eV
max |F|: 1.13 eV Å⁻¹
energy above the lowest of the compared OMol25 structures with the same formula, charge and spin: 0.169 eV
orbital gap: 8.59 eV
lowest unoccupied orbital energy: 2.176 eV

=====

The following is a DFT calculation (the ωB97M-V functional and the def2-TZVPD basis) of a 14-piece molecular cluster, C56H70N14 overall.

Last column: Löwdin charge in e.
Geometry (Å):
1 N -16.63 6.19 -0.34  0.022
2 C -17.75 6.58 0.36  -0.155
3 C -17.57 6.23 1.66  -0.148
4 C -16.33 5.57 1.78  -0.122
5 C -15.78 5.52 0.50  -0.146
6 H -16.57 6.20 -1.35  0.099
7 H -18.50 7.16 -0.20  0.105
8 H -18.22 6.56 2.50  0.105
9 H -15.77 5.20 2.66  0.099
10 H -14.82 5.09 0.18  0.115
11 N -20.85 0.48 -6.17  0.059
12 C -19.70 0.67 -5.45  -0.201
13 C -18.84 -0.36 -5.66  -0.115
14 C -19.49 -1.23 -6.65  -0.087
15 C -20.70 -0.69 -6.92  -0.115
16 H -21.62 1.10 -6.18  0.091
17 H -19.40 1.66 -5.06  0.101
18 H -17.80 -0.37 -5.36  0.092
19 H -19.05 -2.13 -6.93  0.067
20 H -21.39 -1.11 -7.64  0.110
21 N -26.19 7.23 -2.45  0.004
22 C -24.93 6.76 -2.54  -0.130
23 C -24.72 6.52 -3.91  -0.113
24 C -25.88 6.99 -4.63  -0.092
25 C -26.79 7.35 -3.68  -0.155
26 H -26.62 7.57 -1.66  0.115
27 H -24.35 6.43 -1.66  0.113
28 H -23.82 6.11 -4.36  0.076
29 H -26.01 6.90 -5.73  0.109
30 H -27.74 7.83 -3.83  0.109
31 N -26.70 2.83 0.14  0.034
32 C -27.46 3.42 1.08  -0.150
33 C -27.04 3.01 2.29  -0.119
34 C -26.04 2.06 2.04  -0.153
35 C -25.79 1.98 0.69  -0.126
36 H -26.89 2.99 -0.84  0.084
37 H -28.25 4.08 0.74  0.120
38 H -27.56 3.20 3.22  0.096
39 H -25.43 1.54 2.72  0.077
40 H -24.91 1.45 0.30  0.114
41 N -20.19 -0.05 0.40  0.030
42 C -20.12 -1.37 0.03  -0.135
43 C -21.14 -2.07 0.67  -0.127
44 C -21.91 -1.13 1.34  -0.143
45 C -21.28 0.10 1.23  -0.124
46 H -19.48 0.68 0.20  0.118
47 H -19.31 -1.68 -0.64  0.117
48 H -21.31 -3.13 0.77  0.097
49 H -22.91 -1.23 1.78  0.109
50 H -21.58 1.07 1.55  0.075
51 N -22.06 3.13 -7.76  0.023
52 C -23.26 2.50 -8.07  -0.116
53 C -24.14 2.73 -7.03  -0.116
54 C -23.52 3.61 -6.19  -0.143
55 C -22.22 3.86 -6.63  -0.148
56 H -21.21 2.99 -8.26  0.111
57 H -23.29 1.81 -8.89  0.104
58 H -25.15 2.40 -6.88  0.100
59 H -23.98 3.86 -5.23  0.070
60 H -21.59 4.72 -6.36  0.113
61 N -19.15 2.06 -1.77  0.002
62 C -18.63 2.65 -0.63  -0.130
63 C -17.41 2.05 -0.40  -0.079
64 C -17.15 1.17 -1.49  -0.097
65 C -18.29 1.13 -2.21  -0.181
66 H -20.16 2.06 -2.00  0.120
67 H -19.16 3.40 -0.08  0.106
68 H -16.81 2.25 0.43  0.080
69 H -16.28 0.56 -1.62  0.099
70 H -18.54 0.65 -3.12  0.077
71 N -17.50 4.02 -3.50  0.053
72 C -16.11 3.84 -3.45  -0.131
73 C -15.48 5.04 -3.60  -0.098
74 C -16.53 6.02 -3.79  -0.111
75 C -17.76 5.36 -3.71  -0.148
76 H -18.21 3.34 -3.36  0.081
77 H -15.58 2.93 -3.17  0.114
78 H -14.42 5.12 -3.73  0.096
79 H -16.51 7.03 -4.08  0.071
80 H -18.73 5.79 -3.84  0.076
81 N -17.87 3.29 -6.75  0.034
82 C -17.96 2.36 -7.78  -0.097
83 C -18.59 3.05 -8.84  -0.149
84 C -18.85 4.34 -8.46  -0.162
85 C -18.44 4.46 -7.17  -0.159
86 H -17.46 3.11 -5.88  0.097
87 H -17.63 1.32 -7.64  0.107
88 H -18.79 2.65 -9.90  0.124
89 H -19.32 5.09 -9.13  0.115
90 H -18.36 5.35 -6.51  0.111
91 N -22.16 4.20 -1.25  0.079
92 C -21.22 4.91 -1.92  -0.125
93 C -21.00 4.34 -3.16  -0.118
94 C -21.90 3.23 -3.28  -0.132
95 C -22.54 3.19 -2.06  -0.161
96 H -22.40 4.40 -0.32  0.080
97 H -20.77 5.79 -1.54  0.098
98 H -20.36 4.69 -4.01  0.083
99 H -21.89 2.55 -4.16  0.093
100 H -23.28 2.54 -1.70  0.086
101 N -23.67 4.68 1.94  0.012
102 C -23.88 6.04 1.80  -0.098
103 C -22.60 6.58 1.66  -0.101
104 C -21.67 5.53 1.77  -0.141
105 C -22.33 4.35 1.92  -0.149
106 H -24.45 4.02 2.09  0.117
107 H -24.88 6.37 1.83  0.095
108 H -22.35 7.62 1.41  0.099
109 H -20.59 5.55 1.78  0.082
110 H -22.03 3.30 2.02  0.106
111 N -25.87 3.38 -3.17  0.016
112 C -25.82 2.01 -3.00  -0.096
113 C -27.18 1.66 -2.89  -0.082
114 C -27.96 2.87 -2.96  -0.118
115 C -27.11 3.91 -3.05  -0.157
116 H -25.05 4.00 -3.20  0.109
117 H -24.86 1.53 -2.96  0.061
118 H -27.58 0.66 -2.75  0.090
119 H -29.00 2.97 -2.93  0.079
120 H -27.27 4.96 -3.12  0.085
121 N -19.86 8.94 -3.02  0.005
122 C -19.60 9.61 -1.80  -0.112
123 C -20.85 10.04 -1.30  -0.101
124 C -21.87 9.45 -2.11  -0.106
125 C -21.23 8.77 -3.17  -0.132
126 H -19.16 8.48 -3.58  0.123
127 H -18.69 9.87 -1.40  0.071
128 H -21.02 10.55 -0.36  0.086
129 H -22.93 9.48 -2.00  0.070
130 H -21.66 8.25 -4.01  0.096
131 N -22.81 -0.81 -1.96  0.021
132 C -23.91 -1.56 -2.18  -0.128
133 C -24.46 -1.12 -3.38  -0.093
134 C -23.62 -0.04 -3.84  -0.141
135 C -22.54 0.06 -2.97  -0.130
136 H -22.27 -1.09 -1.20  0.067
137 H -24.39 -2.18 -1.46  0.107
138 H -25.44 -1.44 -3.80  0.103
139 H -23.71 0.59 -4.71  0.078
140 H -21.66 0.74 -2.82  0.097

M: 939.27 g/mol
charge: 0
2S+1: 1
E: -80064.145 eV
max |F|: 4.43 eV Å⁻¹
energy above the lowest of the compared OMol25 structures with the same formula, charge and spin: 1.934 eV
orbital gap: 8.69 eV
lowest unoccupied orbital energy: 0.514 eV